# 1
Density functional theory data (ωB97M-V/def2-TZVPD) for a cluster of 2 separate species, C5H13N2O in total.

CARTESIAN COORDINATES (ANGSTROEM)
C -0.8107 -0.1964 2.2906
C -1.5768 0.7088 1.3993
C -2.0599 0.5641 0.1814
N -1.6379 2.1043 1.9731
H -0.6487 -1.1571 1.8149
H 0.1775 0.2094 2.4997
H -1.3140 -0.3059 3.2565
H -2.6059 1.3767 -0.2762
H -1.9555 -0.3722 -0.3389
H -1.6873 2.0708 2.9961
H -2.4615 2.6182 1.6571
H -0.8011 2.6277 1.7109
C 1.1609 -1.2764 -2.3526
N 0.8527 -0.6273 -1.1705
C 1.9948 -0.1977 -0.3630
O 2.2435 -1.7389 -2.5922
H 0.3013 -1.3494 -3.0361
H 0.1178 0.0507 -1.3065
H 2.4818 -1.0795 0.0448
H 1.6354 0.4025 0.4617
H 2.7442 0.3143 -0.9655

Summary:
* highest occupied orbital energy: -12.591 eV
* total charge: +1
* frontier orbital gap: 0.31473 hartree
* relative energy (zero: lowest compared OMol25 entry of this formula, charge and spin): 2.2227 eV

natural (NBO) population analysis, charges in e, atoms 1 to 5:
1. C -0.681
2. C 0.149
3. C -0.360
4. N -0.697
5. H 0.278

=====

# 2
Density functional theory data (ωB97M-V/def2-TZVPD) for a structure of composition C2HLi3O2 at a distorted geometry.

CARTESIAN COORDINATES (ANGSTROEM)
O 1.8276 -0.5562 1.0796
C 0.6581 0.1773 1.2016
C -0.5390 -0.1812 0.6355
Li -0.2977 -2.3669 -2.1051
Li 0.0163 0.3791 -2.0136
H -0.0159 -0.2486 2.2134
Li -0.4702 2.1002 -0.8591
O -1.1792 0.6964 -0.1522

Summary:
* highest occupied orbital energy (alpha / beta): -5.329 / -5.329 eV
* total charge: 0
* frontier orbital gap (alpha / beta): 0.14880 / 0.14883 hartree
* relative energy (zero: lowest compared OMol25 entry of this formula, charge and spin): 5.9311 eV

natural (NBO) population analysis, charges in e, atoms 1 to 5:
1. O -0.619
2. C 0.053
3. C 0.285
4. Li 0.494
5. Li -0.227